DFT (wB97M-V/def2-TZVPD) results for a cluster of 2 separate species, C2H9NO2 in total in a non-equilibrium geometry.

```
14
Properties=species:S:1:pos:R:3:lowdin_charge:R:1
O -2.3021 -0.3364 -0.0161 -0.087
O 2.3391 0.6756 -3.7826 -0.059
N 0.6846 0.3817 2.0921 -0.004
C -0.0712 0.3738 0.8696 -0.280
C -1.2409 -0.6637 0.8991 -0.265
H -0.9194 -1.7017 0.7776 0.112
H 3.0895 0.8893 -4.3384 0.026
H 1.9054 -0.0065 -4.3087 0.033
H 1.2364 -0.4321 2.2997 0.065
H -2.8609 -1.1151 0.0874 0.076
H -0.6900 1.2890 0.8286 0.115
H -1.6531 -0.4516 1.8766 0.096
H 0.4043 0.3884 -0.1091 0.109
H 0.0784 0.7094 2.8241 0.064
```

Properties
frontier orbital gap	10.02	eV
structure (SMILES)	NCCO.O
energy	-7804.0624	eV